58
Properties=species:S:1:pos:R:3 method="wB97M-V/def2-TZVPD" multiplicity=2 s2=0.754 total_energy_ev=-54059.2882 e_homo_ev="-12.35 / -12.35" total_charge=+1
H -1.81 1.53 -4.91
H 1.51 -0.16 -0.39
H 6.69 -0.22 0.97
O -1.41 -1.25 -3.78
H 1.26 -2.23 -1.11
H 5.53 0.41 -0.20
H -5.55 0.04 3.64
C -2.05 2.16 0.32
O -1.33 0.08 5.64
H 0.45 5.52 -2.57
C -0.05 5.10 -1.69
H -3.21 2.98 3.69
O 0.05 1.12 -1.92
P -0.58 2.51 -2.04
H 4.02 -1.07 0.60
O -1.17 2.92 -3.49
O -1.93 2.63 -1.05
H -0.07 -1.55 2.18
H 3.98 -5.33 -0.69
C -4.56 -0.30 3.34
H 4.24 -3.98 -2.65
C -2.21 2.58 3.83
P -2.10 0.00 4.39
H -1.36 -2.76 -2.51
H -2.56 1.20 0.26
H 2.79 -5.05 -2.75
H -0.46 -1.25 -3.90
C -1.64 -1.71 -2.55
H -1.17 -1.11 -1.78
H -1.48 3.36 3.59
H 0.25 5.59 -0.77
H -2.32 2.65 4.91
O -1.99 1.26 3.34
H -2.68 2.80 0.93
O -1.51 -1.21 3.45
O 4.85 -1.17 1.07
H 1.90 -2.65 0.35
H -4.74 -1.37 3.20
C -2.21 2.01 -4.01
O -3.71 -0.44 4.56
H 0.37 -2.18 3.70
C 5.84 -0.48 0.35
C 3.88 -5.01 -2.72
O 4.41 -5.67 -1.48
H -2.62 1.24 -3.35
H -1.08 5.36 -1.92
H 4.15 -5.65 -3.55
H -2.65 -1.66 -2.13
H 6.00 -1.19 -0.47
H -4.06 0.04 2.43
C -0.14 -1.33 3.24
O 0.30 3.71 -1.49
H 2.98 -2.28 -1.10
H 0.52 -0.49 3.44
O 2.33 -0.61 -0.17
H -1.03 1.98 0.67
C 2.12 -1.99 -0.49
H -3.01 2.58 -4.46

66
Properties=species:S:1:pos:R:3 method="wB97M-V/def2-TZVPD" multiplicity=5 s2=6.008 total_energy_ev=-80697.3475 e_homo_ev="-11.28 / -11.28" total_charge=+1
C -21.37 -7.81 12.84
H -20.39 -7.59 17.89
H -22.01 -12.44 14.73
N -25.01 -14.99 14.02
O -20.74 -11.63 10.30
C -25.19 -13.07 16.21
C -24.65 -9.97 11.07
C -22.24 -6.75 17.32
H -23.24 -12.39 16.34
H -20.76 -9.03 11.30
C -25.20 -15.57 12.78
H -20.65 -6.77 11.24
C -21.86 -12.33 10.78
H -20.18 -10.71 14.89
O -19.21 -10.65 12.48
H -22.73 -12.18 8.76
N -21.06 -6.69 12.15
H -23.83 -13.33 17.71
N -25.36 -12.26 15.11
O -22.81 -10.53 14.49
O -21.88 -7.77 13.99
H -20.62 -9.54 16.89
O -26.08 -13.73 16.68
H -16.77 -10.78 12.66
O -23.19 -6.88 16.23
N -24.78 -10.36 9.77
N -21.19 -8.99 12.20
O -24.02 -13.13 9.99
H -24.73 -11.34 9.56
C -21.73 -11.42 14.44
N -25.46 -16.90 12.79
H -25.01 -15.55 14.85
N -19.19 -10.73 14.77
C -22.66 -12.85 9.61
N -17.22 -10.81 13.56
H -24.90 -14.00 14.05
Fe -23.04 -8.75 15.38
H -20.22 -11.33 11.06
H -26.25 -12.32 14.65
O -21.41 -9.00 16.75
N -24.66 -11.01 11.96
H -22.23 -13.80 9.27
C -21.04 -7.62 17.01
H -21.42 -11.54 13.39
C -18.59 -10.70 13.54
O -24.46 -8.79 11.38
H -25.61 -17.43 11.95
H -22.74 -7.14 18.21
H -22.47 -11.54 11.25
H -20.90 -11.05 15.07
H -21.68 -13.10 11.53
H -21.32 -5.77 12.46
H -20.54 -7.25 16.12
H -21.90 -5.74 17.52
H -16.71 -10.58 14.39
N -23.92 -12.99 16.77
H -23.57 -6.05 15.95
H -24.63 -9.66 9.06
H -18.61 -10.87 15.58
H -24.58 -11.78 14.68
O -25.14 -14.90 11.74
H -24.01 -13.91 10.58
H -24.17 -10.86 12.83
H -21.49 -9.82 12.68
H -25.53 -17.40 13.66
H -24.63 -11.94 11.56

73
Properties=species:S:1:pos:R:3 method="wB97M-V/def2-TZVPD" multiplicity=1 total_energy_ev=-60871.6615 e_homo_ev=-7.65 total_charge=-1 e_above_lowest_ev=0.110
N -3.47 -2.10 -1.10
O 2.93 -0.98 -1.67
H 2.02 -1.72 -0.39
H -2.42 -3.94 1.91
H 0.97 3.00 -2.42
H -0.77 -0.28 2.30
H -1.90 2.97 1.91
H 1.92 -4.52 0.61
H -0.45 -2.58 2.69
H 2.80 -0.96 2.35
C 2.29 -3.79 -0.16
C -4.58 0.99 0.28
C -2.04 5.06 1.71
H -0.20 2.16 -4.25
H 4.00 -2.04 2.78
N 3.53 1.18 -1.67
N 3.16 0.74 4.26
O 1.78 -2.48 0.19
H -0.94 6.05 0.36
H -1.02 -2.15 1.00
H 1.91 4.43 -2.68
H -3.65 -1.11 -1.26
H 3.84 1.84 -2.36
H -2.60 1.15 -0.44
O -3.17 -2.91 3.46
H 2.40 0.93 3.67
N 1.51 3.59 -3.03
H 5.72 0.36 -2.25
H -3.24 0.56 1.95
O -1.55 -0.77 2.52
H -0.34 -2.17 -1.86
H 2.97 0.90 5.23
H -4.23 -2.72 -0.85
H -3.24 -2.48 1.42
H -3.22 -2.00 3.74
C -2.27 -2.74 -1.44
N -2.07 3.85 2.39
N 0.01 2.98 -4.79
H -2.83 3.79 3.04
N 3.69 -1.08 2.83
C 1.71 -4.27 -1.53
C 0.96 3.90 -4.28
C -1.27 -2.17 2.07
C 3.94 -0.42 4.05
H 2.81 1.47 -1.04
H 0.66 -4.07 -1.60
H -1.28 -0.96 -1.39
N 5.00 -0.36 -2.29
O -2.67 6.07 1.98
N -4.19 0.80 1.62
N -1.24 -1.85 -1.86
H -0.31 4.47 0.69
H 5.22 -1.32 -2.38
H 3.38 -3.82 -0.05
C -2.58 -2.91 2.18
O 4.75 -0.81 4.85
N -1.11 5.10 0.64
F -0.64 1.49 -1.62
F -1.22 1.74 0.51
O -5.79 1.11 0.02
O 2.00 -5.63 -1.59
H -3.90 1.33 -1.55
H 2.10 -3.67 -2.40
F 0.89 2.40 -0.11
F 0.32 0.25 0.07
N -3.58 0.99 -0.66
H 1.30 -6.06 -2.09
H -0.30 3.27 -5.72
O 1.28 4.85 -5.04
B -0.15 1.54 -0.33
O -2.14 -3.95 -1.52
H -4.92 0.58 2.25
C 3.74 -0.08 -1.84

61
Properties=species:S:1:pos:R:3 method="wB97M-V/def2-TZVPD" multiplicity=1 smiles="NC(N)=O.NC(N)=O.CCO.CO.CO.CO.CO.CO.CO" total_energy_ev=-35369.2145 e_homo_ev=-9.23 total_charge=0 e_above_lowest_ev=4.184
H -16.09 12.01 13.95
H -13.62 5.00 21.10
C -12.42 7.25 15.13
N -9.33 5.69 21.04
C -16.53 6.93 16.91
H -8.98 9.87 16.19
H -10.59 6.39 19.05
H -12.09 7.90 14.32
C -10.78 8.93 22.12
H -11.78 7.21 15.95
H -15.15 4.35 20.52
C -14.34 8.73 19.31
O -13.61 8.06 18.33
H -11.97 10.54 14.41
H -16.83 7.40 17.78
H -14.91 6.11 20.75
O -12.68 6.05 14.44
H -14.32 10.32 14.41
N -11.99 10.43 15.45
O -14.19 13.15 17.67
H -15.96 12.59 15.50
H -10.57 8.09 22.83
H -12.91 5.31 15.02
H -14.93 9.56 18.80
H -8.63 5.94 20.22
O -14.68 10.12 15.32
C -16.04 10.47 15.54
C -11.01 9.96 16.17
H -16.34 10.36 16.57
H -13.36 7.74 15.47
C -13.11 12.37 17.99
H -12.09 5.91 19.65
H -13.18 8.68 17.72
H -16.53 9.66 15.03
O -11.16 9.32 17.43
O -11.48 5.34 22.03
H -11.81 8.97 21.95
H -16.34 7.74 16.16
C -16.44 11.77 14.95
H -15.66 6.31 17.10
H -12.69 12.41 19.00
H -9.61 10.71 14.85
O -17.43 5.83 16.52
H -13.64 9.35 19.94
H -13.33 11.34 17.87
H -14.01 13.58 16.83
H -17.09 5.43 15.69
H -10.35 7.88 20.35
H -12.16 12.60 17.52
C -14.45 5.18 20.44
H -8.86 5.85 21.95
O -13.92 5.38 19.09
N -9.83 10.07 15.62
N -11.13 6.00 19.82
H -12.92 10.35 15.73
H -15.07 8.13 19.74
H -17.54 11.83 15.02
H -13.95 6.28 18.69
H -10.59 9.99 22.42
C -10.66 5.75 21.04
O -10.29 8.84 20.76

31
Properties=species:S:1:pos:R:3 method="wB97M-V/def2-TZVPD" multiplicity=1 total_energy_ev=-89582.7005 e_homo_ev=-5.33 total_charge=-1 e_above_lowest_ev=1.240
C 0.69 -1.98 0.29
O 0.87 1.67 1.64
F 0.69 3.36 -3.93
F -1.02 2.15 -3.42
C 1.57 -2.99 0.59
S 0.32 3.08 -1.34
F -1.13 4.29 -3.22
O 1.22 1.97 -1.45
C 1.89 -0.45 1.55
H 4.23 -3.34 2.27
C 2.82 -1.40 1.89
N 0.85 -0.76 0.78
O 3.52 -3.69 1.71
C -0.33 3.23 -3.07
O 0.89 4.36 -1.04
O 2.88 1.41 2.60
H 3.65 -1.08 2.51
Pt -0.29 0.70 0.24
C -0.50 -2.12 -0.65
Cl -4.30 0.03 -1.76
C 2.65 -2.70 1.42
N -2.50 0.23 1.33
H 1.40 -3.97 0.17
Cl -5.11 -1.97 0.20
C -3.48 0.01 0.76
Cl -5.98 0.78 0.51
C -4.65 -0.28 -0.05
O -0.90 2.68 -0.56
O -0.77 -3.23 -1.07
O -1.11 -1.02 -0.88
C 1.92 1.01 1.97

33
Properties=species:S:1:pos:R:3 method="wB97M-V/def2-TZVPD" multiplicity=1 total_energy_ev=-53881.6349 e_homo_ev=-9.67 total_charge=0 e_above_lowest_ev=1.269
O -3.09 -0.30 1.51
C -0.34 -1.81 -2.11
O -0.53 1.04 -5.75
C 0.75 -1.25 2.91
F 2.06 -3.30 2.58
H -1.05 3.94 -5.12
F 0.10 -3.18 1.67
F 2.96 -0.39 2.62
N -0.03 1.56 -1.06
H -0.37 4.07 -3.13
C -0.52 3.05 -2.80
F -1.42 -2.00 3.58
C -0.25 0.64 -1.90
F 0.24 -2.93 4.60
F 2.58 -1.40 4.49
O -1.06 -1.53 -1.01
N 0.18 -0.64 -1.49
O -0.24 -2.57 -2.98
F 1.75 0.56 4.12
Li -0.27 -0.19 0.55
C -0.70 2.04 -5.12
H -0.06 3.52 -0.84
O 0.12 -0.33 2.17
N -0.45 2.81 -1.43
C -0.70 2.04 -3.64
O -0.87 0.75 -3.10
O -0.81 3.23 -5.74
F 1.72 -2.03 0.87
C -0.19 -1.78 4.05
C 2.03 -0.62 3.56
C -2.42 0.36 0.89
C 1.18 -2.47 2.02
F -0.30 -0.88 5.04

80
Properties=species:S:1:pos:R:3 method="wB97M-V/def2-TZVPD" multiplicity=1 smiles="NC(N)=O.NC(N)=O.NC(N)=O.NC(N)=O.NC(N)=O.NC(N)=O.NC(N)=O.NC(N)=O.NC(N)=O.NC(N)=O" total_energy_ev=-61306.3755 e_homo_ev=-9.14 total_charge=0 e_above_lowest_ev=1.393
N 15.30 -29.26 14.49
O 9.49 -29.00 16.37
H 13.67 -27.47 14.56
H 18.26 -26.51 16.04
O 9.47 -20.77 18.03
H 10.36 -22.55 23.50
O 13.54 -25.60 14.17
H 12.84 -26.65 12.13
N 16.00 -25.70 15.54
H 8.84 -19.23 16.49
H 13.76 -22.15 18.78
H 11.08 -27.07 18.25
H 6.35 -20.77 18.19
N 8.03 -22.53 17.72
O 15.81 -25.64 17.78
H 14.59 -23.59 18.27
O 10.82 -17.65 14.66
N 10.75 -22.01 22.76
C 10.39 -18.46 15.48
H 18.16 -26.27 17.78
H 7.53 -19.53 18.68
N 7.29 -20.40 18.23
H 11.98 -25.67 16.85
N 17.81 -26.11 16.85
H 12.15 -19.26 15.98
H 9.11 -24.43 19.72
H 12.04 -22.11 16.87
H 11.66 -23.58 12.69
H 15.03 -25.61 15.25
O 10.35 -24.53 18.15
H 16.58 -25.82 14.73
N 12.15 -24.68 16.78
N 13.54 -28.10 15.34
C 14.86 -21.97 17.06
H 8.38 -26.64 16.21
N 9.26 -26.73 16.68
N 12.30 -23.83 13.42
N 11.20 -19.17 16.29
H 8.56 -24.17 23.62
N 14.34 -22.62 18.12
H 10.88 -19.78 17.03
O 9.50 -25.63 22.06
H 11.75 -25.37 11.56
H 15.47 -23.72 16.33
H 7.94 -23.37 20.40
H 12.97 -27.96 16.16
H 8.84 -23.14 17.81
C 8.83 -24.64 21.77
H 10.09 -20.41 20.11
H 12.94 -24.33 16.29
H 16.02 -22.30 15.43
O 14.70 -20.76 16.83
N 12.43 -25.74 12.20
N 9.06 -18.69 15.68
H 15.77 -30.15 14.45
C 11.27 -23.96 17.54
N 8.54 -24.16 20.51
O 8.74 -21.57 21.78
C 8.31 -21.27 18.06
H 10.57 -22.09 17.75
H 9.73 -25.87 16.95
N 10.90 -27.92 17.74
H 11.66 -20.70 20.74
C 14.34 -29.21 15.47
C 16.52 -25.77 16.77
H 12.80 -23.05 13.81
H 15.48 -28.54 13.83
O 14.12 -30.12 16.24
N 15.61 -22.73 16.24
N 8.21 -23.89 22.72
N 11.33 -22.64 17.33
C 9.97 -21.45 21.79
H 11.70 -21.69 22.69
H 11.26 -28.79 18.08
H 8.42 -18.16 15.11
C 12.83 -25.06 13.30
N 10.67 -20.82 20.83
H 7.10 -22.84 17.50
H 7.98 -22.94 22.53
C 9.87 -27.94 16.83

85
Properties=species:S:1:pos:R:3 method="wB97M-V/def2-TZVPD" multiplicity=1 total_energy_ev=-80326.6571 e_homo_ev=-1.50 total_charge=-2 e_above_lowest_ev=12.632
H -0.95 -2.18 -5.59
H -2.88 5.44 -3.16
H -7.12 5.82 2.30
N -3.92 -0.82 5.81
H -1.67 -2.33 -7.19
H 1.57 5.57 1.52
H 3.65 2.33 -3.03
H 0.66 -5.59 4.20
H 2.83 6.34 2.49
O -0.82 -0.65 1.37
H -3.45 2.20 -5.47
N 4.00 1.35 4.55
H 5.56 -3.75 -2.88
H 3.67 0.85 3.73
C 6.66 -3.52 -1.26
C -3.62 -1.35 6.94
C 1.06 -5.93 2.35
O 7.51 -4.26 -1.69
N 4.33 2.63 -3.71
H -0.52 -3.48 -4.59
H 0.05 -5.07 -5.05
H 1.71 5.57 -0.31
N -0.20 -4.12 -5.29
H 0.94 -4.17 3.28
H -5.18 3.72 0.71
H 2.97 1.42 -6.22
N 5.48 1.85 2.95
H -2.83 -2.66 5.73
H 1.54 -4.15 1.50
C 2.58 7.05 0.69
N -3.19 2.71 -4.64
C 5.11 1.98 4.18
O 4.95 2.57 -5.77
O -0.06 1.51 0.43
N 2.24 6.31 1.67
H 2.26 1.59 -4.60
O -6.39 3.80 3.60
N -1.18 -2.73 -6.40
O -3.96 -0.97 8.05
C -3.37 4.02 -4.48
H 5.10 3.21 -3.42
H -2.40 3.75 -2.78
N 2.21 6.44 -0.39
C -6.21 4.01 2.37
H 4.81 1.47 2.30
O -6.06 -6.01 0.14
H 2.24 6.93 -1.28
N -5.09 -4.77 1.65
C 4.14 2.34 -4.94
N -6.64 5.10 1.78
N 1.07 -5.17 3.38
N 3.03 1.66 -5.24
O -3.74 4.77 -5.35
O 0.80 -7.17 2.21
H -3.04 -3.13 7.47
N 5.68 -3.24 -2.02
N -5.56 3.26 1.53
H -4.97 -4.63 -1.42
O 3.31 8.03 0.65
C -5.28 -5.20 0.42
H 5.88 -2.27 0.15
H -2.95 2.23 -3.78
H -3.88 -3.88 -0.23
N -4.69 -4.44 -0.47
H -5.02 2.51 1.93
O 5.69 2.75 4.89
N 1.27 -5.12 1.37
H 7.37 -3.03 0.53
H -3.25 -1.06 5.09
H -4.52 -3.94 1.74
O -0.26 -0.35 -1.00
N -2.82 4.46 -3.36
N 6.63 -2.88 -0.14
S 0.02 0.07 0.37
H 6.44 1.93 2.64
H -5.53 -5.19 2.46
H -4.28 0.12 5.82
N -3.01 -2.47 6.70
H 1.47 -5.50 0.46
H -6.51 5.37 0.81
O 1.40 -0.27 0.62
H 4.98 -2.56 -1.76
O -0.65 -4.62 -7.49
C -0.69 -3.94 -6.49
H 3.48 1.58 5.39